Molecular formula: C25H31BCl52N2O2P
Method: DFT, ωB97M-V/def2-TZVPD

Cartesian coordinates (Å):
1 C 5.230 -0.953 0.458
2 O 4.626 -0.492 1.718
3 C 3.515 0.438 1.453
4 C 3.979 2.044 1.490
5 C 3.407 2.710 0.106
6 C 2.040 3.598 0.271
7 C 0.950 3.012 1.345
8 C -0.579 2.847 0.689
9 C -0.846 1.234 0.545
10 C -2.466 0.845 0.394
11 C -2.549 -0.759 0.862
12 C -4.049 -1.404 0.707
13 C -4.133 -2.670 1.784
14 B -2.915 -3.763 1.618
15 N -3.437 -5.111 2.164
16 N -1.683 -3.441 2.496
17 P -2.389 -4.101 -0.205
18 O -3.024 -5.421 -0.802
19 H 4.472 -1.350 -0.341
20 H 5.784 -0.017 -0.017
21 H 5.979 -1.827 0.747
22 H 2.656 0.329 2.259
23 H 3.015 0.141 0.418
24 H 3.553 2.536 2.482
25 H 5.159 2.043 1.494
26 H 3.279 1.939 -0.790
27 H 4.250 3.468 -0.270
28 H 1.500 3.576 -0.794
29 H 2.283 4.752 0.454
30 H 0.881 3.798 2.238
31 H 1.207 1.965 1.798
32 H -0.631 3.408 -0.347
33 H -1.373 3.391 1.394
34 H -0.489 0.625 1.508
35 H -0.285 0.725 -0.362
36 H -3.134 1.524 1.112
37 H -2.773 1.006 -0.724
38 H -1.715 -1.319 0.219
39 H -2.272 -0.800 2.007
40 H -4.908 -0.632 0.996
41 H -4.315 -1.768 -0.386
42 H -4.073 -2.155 2.859
43 H -5.181 -3.206 1.738
44 H -3.193 -5.058 3.195
45 H -2.726 -5.806 1.788
46 H -1.038 -2.944 1.820
47 H -1.955 -2.695 3.183
48 H -0.936 -4.254 -0.193
49 H -2.671 -3.010 -1.115
50 C 1.819 1.335 -4.072
51 Cl 1.598 0.723 -5.731
52 Cl 2.638 0.097 -3.087
53 Cl 2.811 2.814 -4.112
54 Cl 0.229 1.705 -3.359
55 C 7.219 -2.293 -3.211
56 Cl 7.683 -1.214 -1.871
57 Cl 7.221 -3.981 -2.642
58 Cl 5.588 -1.861 -3.784
59 Cl 8.384 -2.116 -4.547
60 C -1.181 -6.081 5.474
61 Cl -2.962 -6.080 5.522
62 Cl -0.625 -7.067 4.098
63 Cl -0.591 -4.411 5.284
64 Cl -0.546 -6.767 6.991
65 C 6.019 -2.186 -7.764
66 Cl 5.595 -0.751 -6.797
67 Cl 7.753 -2.136 -8.171
68 Cl 5.672 -3.659 -6.824
69 Cl 5.057 -2.197 -9.263
70 C -3.881 5.114 -0.064
71 Cl -3.018 4.001 -1.155
72 Cl -2.711 6.210 0.714
73 Cl -5.058 6.070 -1.000
74 Cl -4.737 4.176 1.185
75 C 1.819 -10.056 2.661
76 Cl 2.682 -11.169 1.569
77 Cl 2.989 -8.960 3.438
78 Cl 0.642 -9.100 1.725
79 Cl 0.963 -10.995 3.910
80 C -0.281 0.660 -9.545
81 Cl -0.384 1.985 -10.731
82 Cl 1.428 0.354 -9.144
83 Cl -1.165 1.117 -8.067
84 Cl -1.003 -0.814 -10.237
85 C -8.981 5.021 1.638
86 Cl -8.439 3.494 2.378
87 Cl -9.402 6.186 2.918
88 Cl -7.671 5.691 0.632
89 Cl -10.412 4.713 0.621
90 C -2.212 4.867 -7.136
91 Cl -3.993 4.868 -7.087
92 Cl -1.656 3.881 -8.512
93 Cl -1.622 6.537 -7.325
94 Cl -1.576 4.181 -5.619
95 C 8.888 2.282 -3.475
96 Cl 7.864 1.252 -4.507
97 Cl 10.536 2.348 -4.151
98 Cl 8.206 3.926 -3.413
99 Cl 8.948 1.600 -1.830
100 C 6.188 5.263 2.234
101 Cl 4.407 5.265 2.283
102 Cl 6.744 4.278 0.858
103 Cl 6.778 6.934 2.044
104 Cl 6.824 4.578 3.751
105 C -5.512 -8.851 7.504
106 Cl -6.449 -10.132 6.694
107 Cl -5.763 -8.955 9.265
108 Cl -3.780 -9.060 7.138
109 Cl -6.054 -7.258 6.919
110 C -9.112 7.525 6.665
111 Cl -7.771 6.398 6.337
112 Cl -8.509 8.902 7.622
113 Cl -9.778 8.120 5.123
114 Cl -10.388 6.681 7.576

Results
Net charge   -1
HOMO   -4.51 eV
Frontier orbital gap   0.201 Ha
M   2276.9 g/mol